# 1
A 2-piece molecular cluster, C7H17BrNO2 overall at a distorted geometry, computed with wB97M-V/def2-TZVPD.

Last columns: bonded neighbours and bond lengths (Å).
Positions of all 28 atoms, in Å:
1 C 1.8644 -1.3547 0.9206  C5 1.533, H12 1.210, H13 1.044, H14 1.099
2 C -0.1287 -2.6576 0.1250  C5 1.489, H15 1.151, H16 1.141, H17 1.132
3 C 0.0197 1.0177 1.5639  C6 1.566, H18 1.023, H19 1.077, H20 1.087
4 C 0.0193 1.5560 -2.9885  C7 1.514, H21 1.080, H22 1.071, H23 1.160
5 C 0.3388 -1.5078 0.9477  C1 1.533, C2 1.489, C6 1.561, H24 1.127
6 C -0.3255 -0.1459 0.5742  C3 1.566, C5 1.561, N8 1.589, O10 1.360
7 C -0.0658 1.9307 -1.5239  C4 1.514, O9 1.325, Br11 1.952
8 N -1.8918 -0.2223 0.8296  C6 1.589, H25 1.086, H26 1.011, H27 1.125
9 O 1.0674 2.3413 -0.9737  C7 1.325, H28 0.962
10 O -0.2654 0.1837 -0.7440  C6 1.360
11 Br -1.6881 2.8104 -0.8876  C7 1.952
12 H 2.4140 -2.4326 0.8970  C1 1.210
13 H 2.2729 -0.8320 1.7261  C1 1.044
14 H 2.2819 -0.9196 0.0024  C1 1.099
15 H 0.3326 -2.4226 -0.9033  C2 1.151
16 H -1.2646 -2.6472 0.0163  C2 1.141
17 H 0.1998 -3.6563 0.5445  C2 1.132
18 H 1.0282 1.1914 1.5770  C3 1.023
19 H -0.0583 0.7170 2.5952  C3 1.077
20 H -0.4201 1.9667 1.2693  C3 1.087
21 H 0.8352 0.8513 -3.0449  C4 1.080
22 H 0.0405 2.5449 -3.4005  C4 1.071
23 H -0.9323 1.1398 -3.5047  C4 1.160
24 H -0.0566 -1.6952 1.9866  C5 1.127
25 H -2.2991 0.6906 1.2547  N8 1.086
26 H -2.1511 -0.2688 -0.1461  N8 1.011
27 H -2.0826 -1.0988 1.5080  N8 1.125
28 H 0.9154 2.9200 -0.2209  O9 0.962

Results
Total charge: +1
Gap between HOMO and LUMO in eV: 10.56

What are the Löwdin partial charges on each atom? They are as follows, in elementary charge units: -0.0493, -0.0811, -0.0222, -0.0326, -0.3996, -0.5442, -0.7093, 0.1952, 0.0556, -0.1585, 0.8585, 0.1454, 0.0480, 0.0909, 0.1180, 0.0912, 0.1117, 0.0499, 0.1030, 0.0293, 0.1012, 0.0892, 0.1377, 0.1492, 0.1665, 0.1260, 0.2181, 0.1121

# 2
One molecule with the formula C6H10O at a distorted geometry, computed with wB97M-V/def2-TZVPD.

Last columns: bonded neighbours and bond lengths (Å).
Positions of all 17 atoms, in Å:
1 C -2.3805 -0.0102 0.0373  C2 1.486, H8 1.090, H9 1.091, H10 1.096
2 C -1.0773 0.6890 -0.1072  C1 1.486, C3 1.465, C4 1.479, H11 1.085
3 C -0.0666 0.9885 0.9104  C2 1.465, C4 1.705, H12 1.078, H13 1.113
4 C 0.1987 0.0428 -0.4835  C2 1.479, C3 1.705, C5 1.499, H14 1.109
5 C 1.1232 -1.0949 -0.1703  C4 1.499, C6 1.537, H15 1.102, H16 1.092
6 C 2.5389 -0.5105 -0.3019  C5 1.537, O7 1.207, H17 1.109
7 O 2.7934 0.6398 -0.5648  C6 1.207
8 H -3.1767 0.7312 0.0988  C1 1.090
9 H -2.3902 -0.6571 0.9162  C1 1.091
10 H -2.5337 -0.6308 -0.8530  C1 1.096
11 H -1.1154 1.6173 -0.6683  C2 1.085
12 H 0.4761 1.9191 0.9590  C3 1.078
13 H -0.3089 0.6174 1.9308  C3 1.113
14 H 0.4310 0.3218 -1.5315  C4 1.109
15 H 1.1109 -1.9584 -0.8545  C5 1.102
16 H 1.0112 -1.4678 0.8496  C5 1.092
17 H 3.3660 -1.2371 -0.1672  C6 1.109

Results
Gap between HOMO and LUMO in eV: 9.81

What are the Löwdin partial charges on each atom? They are as follows, in elementary charge units: -0.0586, -0.4151, -0.0267, -0.1843, -0.1613, -0.2559, 0.0438, 0.0746, 0.0789, 0.0819, 0.1389, 0.0823, 0.1118, 0.1433, 0.1141, 0.1154, 0.1171

Repeat the first record exactly.
A 2-piece molecular cluster, C7H17BrNO2 overall at a distorted geometry, computed with wB97M-V/def2-TZVPD.

Last columns: bonded neighbours and bond lengths (Å).
Positions of all 28 atoms, in Å:
1 C 1.8644 -1.3547 0.9206  C5 1.533, H12 1.210, H13 1.044, H14 1.099
2 C -0.1287 -2.6576 0.1250  C5 1.489, H15 1.151, H16 1.141, H17 1.132
3 C 0.0197 1.0177 1.5639  C6 1.566, H18 1.023, H19 1.077, H20 1.087
4 C 0.0193 1.5560 -2.9885  C7 1.514, H21 1.080, H22 1.071, H23 1.160
5 C 0.3388 -1.5078 0.9477  C1 1.533, C2 1.489, C6 1.561, H24 1.127
6 C -0.3255 -0.1459 0.5742  C3 1.566, C5 1.561, N8 1.589, O10 1.360
7 C -0.0658 1.9307 -1.5239  C4 1.514, O9 1.325, Br11 1.952
8 N -1.8918 -0.2223 0.8296  C6 1.589, H25 1.086, H26 1.011, H27 1.125
9 O 1.0674 2.3413 -0.9737  C7 1.325, H28 0.962
10 O -0.2654 0.1837 -0.7440  C6 1.360
11 Br -1.6881 2.8104 -0.8876  C7 1.952
12 H 2.4140 -2.4326 0.8970  C1 1.210
13 H 2.2729 -0.8320 1.7261  C1 1.044
14 H 2.2819 -0.9196 0.0024  C1 1.099
15 H 0.3326 -2.4226 -0.9033  C2 1.151
16 H -1.2646 -2.6472 0.0163  C2 1.141
17 H 0.1998 -3.6563 0.5445  C2 1.132
18 H 1.0282 1.1914 1.5770  C3 1.023
19 H -0.0583 0.7170 2.5952  C3 1.077
20 H -0.4201 1.9667 1.2693  C3 1.087
21 H 0.8352 0.8513 -3.0449  C4 1.080
22 H 0.0405 2.5449 -3.4005  C4 1.071
23 H -0.9323 1.1398 -3.5047  C4 1.160
24 H -0.0566 -1.6952 1.9866  C5 1.127
25 H -2.2991 0.6906 1.2547  N8 1.086
26 H -2.1511 -0.2688 -0.1461  N8 1.011
27 H -2.0826 -1.0988 1.5080  N8 1.125
28 H 0.9154 2.9200 -0.2209  O9 0.962

Results
Total charge: +1
Gap between HOMO and LUMO in eV: 10.56

What are the Löwdin partial charges on each atom? They are as follows, in elementary charge units: -0.0493, -0.0811, -0.0222, -0.0326, -0.3996, -0.5442, -0.7093, 0.1952, 0.0556, -0.1585, 0.8585, 0.1454, 0.0480, 0.0909, 0.1180, 0.0912, 0.1117, 0.0499, 0.1030, 0.0293, 0.1012, 0.0892, 0.1377, 0.1492, 0.1665, 0.1260, 0.2181, 0.1121

Question: Among the records above, which one has the lowest gap between HOMO and LUMO?
Answer: C6H10O

Question: Which value of gap between HOMO and LUMO does entry 2 give?
Answer: 9.81 eV

Question: Among the records above, which one has the lowest gap between HOMO and LUMO?
Answer: C6H10O